Entry 1:
C14H16 | ωB97M-V/def2-TZVPD

Structure (XYZ):
```
30
Properties=species:S:1:pos:R:3:lowdin_charge:R:1
C -0.13652 -2.91043 2.02432 -0.064
C 0.58788 -2.84271 0.71625 -0.285
C 1.52529 -1.82968 0.44005 -0.054
C 1.82343 -1.57909 -0.86016 -0.118
C 1.38965 -2.42614 -1.93454 -0.092
C 0.61900 -3.52666 -1.66320 -0.074
C 0.20258 -3.66647 -0.31055 -0.061
H -1.22263 -2.91459 2.04159 0.078
H 0.16315 -2.13378 2.74079 0.073
H 0.21534 -3.77017 2.62780 0.085
H 1.88141 -1.21263 1.25504 0.114
H 2.37627 -0.75293 -1.28382 0.095
H 1.73789 -2.04538 -2.88628 0.097
H 0.43351 -4.36926 -2.31193 0.099
H -0.49018 -4.47577 -0.11137 0.109
C -2.23990 3.06235 1.50246 -0.069
C -1.38484 2.96275 0.25766 -0.277
C -0.52585 3.96280 -0.15617 -0.058
C 0.55244 3.61058 -0.96974 -0.102
C 0.82197 2.30286 -1.27540 -0.098
C -0.06413 1.25964 -0.90971 -0.062
C -1.16833 1.63005 -0.15275 -0.055
H -3.15192 2.44997 1.41215 0.075
H -2.62270 4.07638 1.65250 0.074
H -1.79577 2.63691 2.40044 0.081
H -0.85840 4.99221 -0.06774 0.111
H 1.08171 4.41465 -1.47240 0.103
H 1.78709 2.03314 -1.69126 0.095
H 0.18263 0.27369 -1.25862 0.074
H -1.72007 0.78773 0.24460 0.108
```

Output
SMILES string: Cc1ccccc1.Cc1ccccc1
Energy in eV: -14776.3797
Gap between HOMO and LUMO in eV: 9.739
Largest force on an atom in eV/Å: 2.74
Charge: 0
Energy above the lowest of the compared OMol25 structures with the same formula, charge and spin in kJ/mol: 133.7

---

Entry 2:
C14H16 | ωB97M-V/def2-TZVPD

Structure (XYZ):
```
30
Properties=species:S:1:pos:R:3:lowdin_charge:R:1
C 4.81866 0.19327 1.28332 -0.056
C 3.82240 -0.52767 0.42660 -0.287
C 3.65052 -0.27974 -0.95462 -0.068
C 2.42727 -0.36006 -1.58968 -0.096
C 1.34928 -0.93779 -0.92096 -0.109
C 1.64124 -1.53742 0.30110 -0.116
C 2.80175 -1.27081 1.05455 -0.050
H 4.23794 0.99435 1.73826 0.090
H 5.76508 0.36464 0.77135 0.080
H 5.04245 -0.48160 2.12824 0.078
H 4.48716 0.07265 -1.60998 0.120
H 2.39504 -0.01294 -2.60898 0.098
H 0.35146 -1.07215 -1.32488 0.100
H 0.85566 -2.23448 0.69552 0.114
H 2.89275 -1.62200 2.07500 0.106
C -4.93058 -0.85595 -0.06343 -0.034
C -3.68756 0.11344 -0.01442 -0.286
C -3.81281 1.36319 -0.59047 -0.067
C -2.72406 2.19652 -0.43608 -0.101
C -1.43934 1.79700 0.01388 -0.081
C -1.38302 0.51701 0.57227 -0.095
C -2.54885 -0.29438 0.62643 -0.064
H -4.68870 -1.65974 0.59318 0.048
H -4.90270 -1.09361 -1.14189 0.086
H -5.88378 -0.48650 0.28993 0.067
H -4.66393 1.77011 -1.12093 0.113
H -2.66722 3.25322 -0.80536 0.110
H -0.61860 2.43332 -0.23835 0.091
H -0.46095 0.18592 1.03044 0.080
H -2.30608 -1.35032 0.93817 0.126
```

Output
SMILES string: Cc1ccccc1.Cc1ccccc1
Energy in eV: -14776.1168
Gap between HOMO and LUMO in eV: 9.726
Largest force on an atom in eV/Å: 3.51
Charge: 0
Energy above the lowest of the compared OMol25 structures with the same formula, charge and spin in kJ/mol: 159.1